# C23H32N6O3PRuS3

A molecular structure, C23H32N6O3PRuS3 (ωB97M-V/def2-TZVPD, the OMol25 dataset).

XYZ file:
```
69
Properties=species:S:1:pos:R:3:lowdin_charge:R:1
Ru -1.58 -0.16 0.35 0.899
S -2.15 -0.70 2.63 0.650
C -3.45 0.42 2.48 -1.072
S -3.36 1.19 0.93 0.681
C -4.43 0.65 3.42 -0.375
C -4.55 -0.18 4.57 -0.248
N -4.67 -0.87 5.49 0.149
C -5.38 1.69 3.21 -0.253
N -6.11 2.56 3.03 0.147
C 7.04 -1.79 -2.13 -0.050
C 5.79 -1.17 -1.56 -0.269
C 4.61 -1.14 -2.30 -0.033
C 3.45 -0.60 -1.78 -0.050
C 3.46 -0.09 -0.49 -0.302
C 4.62 -0.09 0.27 -0.059
C 5.78 -0.63 -0.28 -0.031
S 2.00 0.70 0.14 0.582
O 2.23 0.97 1.54 -0.305
O 1.77 1.82 -0.74 -0.330
N 0.80 -0.34 -0.11 -0.165
C 0.79 -1.52 0.62 -0.414
C 1.86 -2.07 1.35 0.003
C 1.65 -3.26 1.99 -0.042
C 0.40 -3.88 1.93 -0.065
C -0.59 -3.26 1.21 -0.167
N -0.40 -2.11 0.55 -0.042
H 7.10 -1.63 -3.21 0.078
H 7.05 -2.86 -1.95 0.085
H 7.93 -1.36 -1.67 0.077
H 4.61 -1.54 -3.31 0.114
H 2.53 -0.58 -2.36 0.113
H 4.61 0.33 1.26 0.116
H 6.69 -0.64 0.31 0.115
H 2.81 -1.56 1.42 0.091
H 2.45 -3.72 2.55 0.114
H 0.20 -4.81 2.44 0.105
H -1.58 -3.70 1.15 0.104
N -1.69 0.50 -1.79 -0.062
C -1.98 -0.31 -2.99 -0.217
C -1.92 -1.79 -2.63 -0.204
C -3.30 -2.33 -2.30 -0.190
C -3.98 -1.56 -1.17 -0.216
N -3.15 -1.50 0.05 -0.142
H -2.19 1.38 -1.77 0.074
H -0.70 0.74 -1.77 0.061
H -1.29 -0.09 -3.80 0.115
H -2.98 -0.04 -3.33 0.115
H -1.29 -1.89 -1.75 0.073
H -1.44 -2.38 -3.42 0.114
H -3.21 -3.39 -2.02 0.115
H -3.96 -2.29 -3.17 0.118
H -4.93 -2.04 -0.95 0.125
H -4.19 -0.52 -1.45 0.096
H -2.80 -2.43 0.26 0.067
H -3.73 -1.23 0.83 0.015
C 0.18 4.48 -0.80 -0.164
P -0.48 3.52 0.57 0.563
C 0.70 3.60 1.92 -0.164
C -1.88 4.49 1.15 -0.185
O -0.94 2.15 0.16 -0.537
H 0.54 5.44 -0.44 0.060
H -0.61 4.64 -1.53 0.058
H 1.00 3.93 -1.26 0.035
H 0.72 4.62 2.31 0.061
H 1.69 3.30 1.59 0.036
H 0.37 2.91 2.70 0.069
H -1.61 5.53 1.31 0.056
H -2.26 4.07 2.09 0.054
H -2.69 4.43 0.42 0.052
```

2S+1: 2
Max |F| (Eh/bohr): 0.040
HOMO-LUMO gap (spin up / spin down) (eV): 7.65 / 7.21
Energy above the lowest of the compared OMol25 structures with the same formula, charge and spin (kcal per mole): 47.63
DFT total energy (eV): -83831.54454
Net charge: 0
E_LUMO (spin up / spin down) (eV): 0.0 / -0.4

# C4H7N3O

A single C4H7N3O molecule (ωB97M-V/def2-TZVPD, the OMol25 dataset).

XYZ file:
```
15
Properties=species:S:1:pos:R:3:lowdin_charge:R:1
N -1.09 -0.74 1.30 0.018
C -0.46 -0.72 -0.11 -0.249
C -1.76 -0.42 -0.87 -0.044
C -0.88 0.72 -0.58 -0.205
N -0.02 1.58 0.38 -0.046
N 1.23 0.94 0.08 0.005
C 1.05 -0.45 -0.23 -0.427
O 2.00 -1.15 -0.32 0.102
H -0.97 0.13 1.82 0.050
H -0.65 -1.46 2.01 0.129
H -2.62 -0.58 -0.21 0.098
H -1.94 -0.66 -1.96 0.130
H -0.27 0.93 -1.52 0.140
H -0.07 2.58 0.05 0.131
H 1.97 1.00 0.84 0.168
```

Max |F| (Eh/bohr): 0.080
HOMO-LUMO gap (eV): 9.90
Energy above the lowest of the compared OMol25 structures with the same formula, charge and spin (kcal per mole): 137.64
DFT total energy (eV): -10773.77882
Net charge: 0
E_LUMO (eV): 0.8

# C38H73N4O11

9 unconnected molecules or ions with the total composition C38H73N4O11 (ωB97M-V/def2-TZVPD, the OMol25 dataset).

XYZ file:
```
126
Properties=species:S:1:pos:R:3:lowdin_charge:R:1
C -3.27 0.66 -1.45 -0.028
C -1.83 1.10 -1.28 -0.361
C -1.74 2.41 -0.44 -0.056
N -1.14 3.53 -1.16 0.180
C 0.09 3.59 -1.58 -0.251
N 0.57 4.75 -2.16 0.077
C 0.44 4.88 -3.62 -0.246
N 1.10 3.77 -4.27 0.048
N 0.89 2.48 -1.30 -0.073
O 0.78 1.51 -2.33 0.011
C 2.29 2.78 -0.96 -0.099
C 2.66 2.37 0.47 -0.216
O 2.92 3.49 1.32 -0.077
O -0.91 0.14 -0.79 -0.139
C -1.30 -0.69 0.33 -0.138
C -1.53 -2.13 -0.08 -0.192
C -2.79 -2.58 -0.51 -0.049
C -2.95 -3.90 -0.93 -0.071
C -1.86 -4.77 -0.93 -0.067
C -0.61 -4.34 -0.47 -0.067
C -0.45 -3.02 -0.05 -0.033
H -3.82 1.49 -1.89 0.093
H -3.35 -0.19 -2.13 0.094
H -3.77 0.42 -0.51 0.084
H -1.45 1.34 -2.27 0.137
H -1.15 2.20 0.45 0.139
H -2.74 2.71 -0.14 0.131
H -1.73 4.33 -1.34 0.178
H 0.18 5.57 -1.70 0.129
H 0.88 5.85 -3.87 0.116
H -0.61 4.93 -3.94 0.124
H 1.17 3.95 -5.26 0.084
H 2.04 3.68 -3.92 0.071
H 0.71 0.68 -1.83 0.109
H 2.51 3.84 -1.09 0.100
H 2.92 2.24 -1.67 0.133
H 3.56 1.76 0.43 0.116
H 1.85 1.81 0.94 0.120
H 3.60 4.03 0.92 0.084
H -0.45 -0.68 1.01 0.116
H -2.15 -0.27 0.87 0.119
H -3.65 -1.93 -0.52 0.078
H -3.92 -4.22 -1.27 0.106
H -1.99 -5.79 -1.28 0.103
H 0.25 -5.00 -0.46 0.074
H 0.51 -2.68 0.30 0.107
C 3.95 -3.71 -2.29 -0.018
C 3.48 -4.98 -1.61 -0.488
O 2.37 -5.06 -1.15 0.045
C 4.47 -6.11 -1.53 -0.023
H 3.15 -2.98 -2.29 0.074
H 4.83 -3.31 -1.78 0.087
H 4.23 -3.93 -3.32 0.086
H 5.35 -5.80 -0.97 0.076
H 4.77 -6.40 -2.54 0.090
H 4.01 -6.96 -1.03 0.084
C -7.34 -4.13 1.39 -0.019
C -5.92 -3.65 1.46 -0.486
O -5.50 -2.77 0.73 0.046
C -5.02 -4.30 2.48 -0.015
H -7.89 -3.59 0.63 0.056
H -7.35 -5.20 1.16 0.092
H -7.84 -3.99 2.35 0.082
H -4.95 -5.37 2.28 0.088
H -5.41 -4.15 3.48 0.087
H -4.02 -3.86 2.42 0.074
C 3.03 6.81 -0.71 -0.026
C 2.53 7.76 -1.77 -0.496
O 1.35 7.94 -1.94 0.047
C 3.59 8.42 -2.61 -0.012
H 2.16 6.40 -0.20 0.072
H 3.59 6.01 -1.19 0.072
H 3.68 7.30 0.01 0.094
H 4.15 7.63 -3.11 0.053
H 4.26 9.01 -1.98 0.096
H 3.12 9.08 -3.35 0.089
C 5.23 3.95 -5.44 -0.020
C 4.98 5.35 -4.96 -0.494
O 4.83 5.60 -3.78 0.043
C 4.93 6.43 -6.01 -0.010
H 5.25 3.26 -4.60 0.080
H 4.45 3.65 -6.14 0.086
H 6.19 3.90 -5.96 0.092
H 4.14 6.22 -6.73 0.090
H 5.88 6.47 -6.55 0.094
H 4.75 7.40 -5.54 0.076
C -12.32 -2.11 0.33 -0.022
C -11.10 -2.54 1.10 -0.493
O -10.06 -2.81 0.54 0.063
C -11.24 -2.64 2.60 -0.018
H -12.09 -2.08 -0.73 0.082
H -13.14 -2.80 0.51 0.087
H -12.63 -1.11 0.66 0.086
H -12.02 -3.35 2.86 0.088
H -11.51 -1.67 3.01 0.087
H -10.30 -2.96 3.04 0.072
C 4.66 1.61 3.33 -0.026
C 5.62 0.52 2.93 -0.505
O 6.34 0.65 1.97 0.068
C 5.63 -0.74 3.76 -0.024
H 4.76 2.44 2.65 0.063
H 3.63 1.23 3.29 0.085
H 4.86 1.95 4.35 0.091
H 4.64 -1.20 3.75 0.081
H 5.89 -0.50 4.80 0.088
H 6.36 -1.44 3.36 0.081
C 5.60 -5.81 3.81 -0.021
C 5.02 -6.00 2.43 -0.493
O 5.72 -6.28 1.49 0.066
C 3.53 -5.82 2.29 -0.011
H 6.67 -5.97 3.78 0.083
H 5.39 -4.80 4.17 0.078
H 5.15 -6.52 4.50 0.087
H 3.24 -4.81 2.60 0.084
H 3.01 -6.53 2.94 0.090
H 3.22 -5.98 1.26 0.061
C -1.26 -1.06 4.92 -0.021
C -2.77 -1.17 4.97 -0.505
O -3.32 -2.17 5.35 0.075
C -3.55 0.04 4.50 -0.021
H -0.82 -1.99 5.28 0.083
H -0.93 -0.87 3.90 0.069
H -0.92 -0.24 5.56 0.085
H -3.30 0.27 3.46 0.068
H -3.30 0.91 5.12 0.085
H -4.61 -0.16 4.58 0.083
```

Max |F| (Eh/bohr): 0.022
HOMO-LUMO gap (eV): 7.21
Energy above the lowest of the compared OMol25 structures with the same formula, charge and spin (kcal per mole): 0.00
DFT total energy (eV): -69064.29501
Net charge: +1
E_LUMO (eV): -3.3

# C25H40NO2Si2

2 unconnected molecules or ions with the total composition C25H40NO2Si2 (ωB97M-V/def2-TZVPD, the OMol25 dataset).

XYZ file:
```
70
Properties=species:S:1:pos:R:3:lowdin_charge:R:1
C -1.11 -4.76 1.59 -0.160
Si -1.80 -3.08 1.14 0.477
C -3.19 -3.29 -0.09 -0.147
C -2.24 -2.04 2.62 -0.162
O -0.53 -2.15 0.41 -0.230
N -0.57 -2.43 -0.97 -0.180
O 0.58 -3.15 -1.27 -0.229
Si 2.11 -2.91 -0.49 0.479
C 2.22 -3.99 1.01 -0.157
C 3.26 -3.43 -1.87 -0.140
C 2.40 -1.11 -0.09 -0.168
C -0.44 -1.18 -1.66 -0.226
C -0.46 0.03 -1.05 0.052
C -0.04 -1.52 -3.03 -0.172
C 0.65 -0.64 -3.88 -0.023
C 1.32 -1.16 -5.00 -0.084
C 1.25 -2.53 -5.29 -0.083
C 0.44 -3.37 -4.53 -0.056
C -0.20 -2.87 -3.41 -0.039
H -1.93 -5.37 1.99 0.041
H -0.70 -5.28 0.71 0.043
H -0.32 -4.70 2.35 0.027
H -3.79 -4.16 0.20 0.041
H -3.85 -2.41 -0.13 0.038
H -2.79 -3.46 -1.10 0.029
H -2.96 -2.59 3.24 0.040
H -1.35 -1.82 3.23 0.032
H -2.70 -1.09 2.32 0.031
H 3.28 -4.02 1.30 0.044
H 1.65 -3.60 1.86 0.028
H 1.89 -5.02 0.80 0.045
H 4.31 -3.33 -1.55 0.041
H 3.08 -4.48 -2.15 0.046
H 3.11 -2.81 -2.77 0.033
H 3.45 -0.98 0.22 0.052
H 2.24 -0.45 -0.96 0.034
H 1.76 -0.77 0.73 0.022
H -0.40 0.90 -1.68 0.058
H -0.72 0.10 0.01 0.061
H 0.70 0.41 -3.60 0.104
H 1.89 -0.49 -5.64 0.103
H 1.82 -2.93 -6.14 0.108
H 0.30 -4.43 -4.76 0.112
H -0.90 -3.49 -2.87 0.119
C 1.61 2.07 0.41 -0.057
C 0.50 2.37 1.33 0.080
C -0.15 3.60 1.54 -0.102
C -0.70 3.93 2.84 -0.163
C -0.41 3.12 4.06 -0.026
C -1.46 5.08 3.00 0.018
C -1.71 5.96 1.94 -0.198
C -2.62 7.13 2.11 -0.013
C -1.06 5.73 0.73 0.021
C -0.28 4.60 0.51 -0.149
C 0.42 4.49 -0.81 -0.023
H 2.23 1.27 0.82 0.080
H 1.25 1.70 -0.56 0.075
H 2.27 2.93 0.21 0.100
H 0.27 1.55 2.01 0.129
H -0.93 3.58 4.91 0.091
H -0.76 2.08 3.98 0.094
H 0.66 3.11 4.29 0.106
H -1.88 5.31 3.98 0.136
H -2.70 7.70 1.18 0.088
H -3.63 6.81 2.40 0.106
H -2.27 7.82 2.90 0.105
H -1.17 6.46 -0.07 0.132
H 0.08 5.30 -1.46 0.095
H 1.50 4.60 -0.69 0.100
H 0.21 3.55 -1.32 0.089
```

Max |F| (Eh/bohr): 0.041
HOMO-LUMO gap (eV): 4.75
Energy above the lowest of the compared OMol25 structures with the same formula, charge and spin (kcal per mole): 25.03
DFT total energy (eV): -47907.18811
Net charge: +1
E_LUMO (eV): -5.6

# C13H22Cl2N4OPdSTe

A molecular structure, C13H22Cl2N4OPdSTe (ωB97M-V/def2-TZVPD, the OMol25 dataset).

XYZ file:
```
45
Properties=species:S:1:pos:R:3:lowdin_charge:R:1
Pd 1.74 -0.86 0.62 0.210
Cl 2.23 -0.65 3.09 0.591
C 3.98 -0.65 2.80 -0.880
Cl 4.25 -0.72 1.05 0.582
H 4.42 -1.53 3.27 0.054
H 4.41 0.26 3.20 0.054
N 1.72 0.95 -3.36 0.143
C 1.74 -0.30 -3.90 -0.029
C 1.83 -1.18 -2.85 -0.107
N 1.87 -0.47 -1.70 0.041
C 1.79 0.82 -2.01 -0.253
C 1.76 1.82 -0.98 -0.258
N 1.70 1.46 0.30 0.027
C 1.69 2.61 1.03 -0.107
C 1.73 3.68 0.18 -0.037
N 1.77 3.16 -1.08 0.149
H 1.68 1.80 -3.90 0.177
H 1.70 -0.47 -4.95 0.133
H 1.86 -2.25 -2.87 0.104
H 1.65 2.60 2.10 0.116
H 1.74 4.73 0.37 0.133
H 1.83 3.72 -1.92 0.178
Te 1.32 -3.46 0.36 0.957
C -2.70 1.85 1.41 -0.089
C -2.02 1.78 0.05 -0.282
C -1.99 0.38 -0.53 -0.276
S -0.85 -0.77 0.36 0.833
O -0.55 -1.74 -0.71 -0.679
C -1.93 -1.69 1.57 -0.294
C -2.25 -3.08 1.07 -0.304
C -3.10 -3.07 -0.18 -0.091
H -2.82 2.89 1.71 0.086
H -2.12 1.34 2.17 0.071
H -3.70 1.42 1.36 0.087
H -1.00 2.17 0.13 0.081
H -2.56 2.42 -0.65 0.126
H -1.58 0.37 -1.54 0.100
H -2.97 -0.09 -0.53 0.102
H -2.83 -1.09 1.71 0.092
H -1.37 -1.71 2.51 0.091
H -2.76 -3.62 1.88 0.132
H -1.31 -3.63 0.88 -0.001
H -4.01 -2.50 -0.03 0.088
H -3.38 -4.08 -0.46 0.089
H -2.56 -2.63 -1.02 0.060
```

Max |F| (Eh/bohr): 0.075
HOMO-LUMO gap (spin up / spin down) (eV): 5.26 / 5.25
Energy above the lowest of the compared OMol25 structures with the same formula, charge and spin (kcal per mole): 53.41
DFT total energy (eV): -68481.73700
Net charge: +2
E_LUMO (spin up / spin down) (eV): -9.2 / -9.2

# C56H91KO7P4Si

A molecular structure, C56H91KO7P4Si (ωB97M-V/def2-TZVPD, the OMol25 dataset).

XYZ file:
```
160
Properties=species:S:1:pos:R:3:lowdin_charge:R:1
K -2.43 0.58 -0.39 0.641
C 0.35 2.50 -1.59 -0.288
Si 0.92 1.07 -0.41 0.609
C 2.47 0.56 -1.47 -0.328
C 3.45 1.53 -1.73 -0.128
C 4.51 1.31 -2.59 -0.109
C 4.61 0.10 -3.25 -0.110
C 3.65 -0.88 -3.03 -0.120
C 2.59 -0.68 -2.13 -0.380
P 1.39 -2.02 -1.73 1.094
C 2.32 -3.65 -1.83 -0.454
C 2.94 -4.30 -3.07 -0.206
C 3.21 -5.80 -2.81 -0.197
C 3.48 -6.09 -1.33 -0.219
C 4.24 -4.92 -0.70 -0.198
C 3.37 -3.64 -0.70 -0.217
C 0.23 -2.03 -3.19 -0.448
C -0.54 -3.35 -3.26 -0.222
C -1.65 -3.29 -4.30 -0.199
C -1.11 -2.90 -5.67 -0.214
C -0.35 -1.58 -5.60 -0.206
C 0.78 -1.64 -4.57 -0.207
C 1.76 2.05 1.05 -0.318
C 1.54 3.43 1.17 -0.118
C 1.84 4.15 2.32 -0.105
C 2.39 3.50 3.41 -0.111
C 2.65 2.14 3.32 -0.119
C 2.37 1.41 2.16 -0.371
P 2.72 -0.39 2.00 1.121
C 4.54 -0.52 2.40 -0.451
C 5.17 0.22 3.59 -0.224
C 6.60 -0.31 3.84 -0.196
C 7.31 -0.68 2.52 -0.212
C 6.78 0.19 1.39 -0.203
C 5.30 -0.12 1.12 -0.215
C 1.73 -1.20 3.37 -0.417
C 2.14 -1.15 4.86 -0.194
C 3.22 -2.16 5.24 -0.209
C 2.81 -3.58 4.84 -0.213
C 2.51 -3.63 3.35 -0.213
C 1.40 -2.65 2.99 -0.234
H 1.09 3.28 -1.80 0.014
H 0.10 2.03 -2.55 0.015
H -0.56 2.99 -1.24 -0.010
H 3.37 2.49 -1.23 0.095
H 5.26 2.09 -2.75 0.090
H 5.42 -0.09 -3.96 0.087
H 3.72 -1.80 -3.58 0.076
H 1.51 -4.32 -1.51 0.095
H 2.30 -4.18 -3.95 0.084
H 3.89 -3.81 -3.31 0.094
H 2.35 -6.39 -3.16 0.102
H 4.07 -6.12 -3.40 0.100
H 2.54 -6.22 -0.79 0.108
H 4.03 -7.02 -1.22 0.099
H 4.55 -5.16 0.32 0.099
H 5.16 -4.75 -1.27 0.107
H 2.87 -3.52 0.26 0.086
H 4.01 -2.77 -0.82 0.091
H -0.50 -1.27 -2.91 0.096
H 0.14 -4.17 -3.52 0.099
H -0.96 -3.59 -2.28 0.093
H -2.17 -4.25 -4.35 0.110
H -2.40 -2.56 -3.98 0.103
H -0.42 -3.68 -6.03 0.106
H -1.92 -2.84 -6.40 0.101
H 0.05 -1.30 -6.58 0.101
H -1.05 -0.79 -5.31 0.117
H 1.53 -2.36 -4.91 0.100
H 1.28 -0.68 -4.51 0.103
H 1.08 3.96 0.34 0.064
H 1.62 5.21 2.36 0.095
H 2.61 4.04 4.32 0.087
H 3.10 1.65 4.17 0.068
H 4.69 -1.60 2.56 0.088
H 5.20 1.29 3.35 0.108
H 4.58 0.13 4.50 0.081
H 7.18 0.45 4.37 0.102
H 6.55 -1.18 4.50 0.098
H 8.39 -0.59 2.63 0.097
H 7.11 -1.73 2.27 0.108
H 6.90 1.25 1.67 0.110
H 7.36 0.06 0.47 0.103
H 4.82 0.75 0.67 0.092
H 5.21 -0.92 0.39 0.101
H 0.80 -0.63 3.26 0.109
H 2.45 -0.14 5.15 0.081
H 1.25 -1.37 5.45 0.114
H 4.16 -1.92 4.74 0.081
H 3.41 -2.11 6.31 0.106
H 3.59 -4.29 5.11 0.101
H 1.91 -3.87 5.39 0.110
H 3.42 -3.38 2.79 0.093
H 2.23 -4.64 3.04 0.107
H 1.16 -2.69 1.92 0.071
H 0.49 -2.95 3.52 0.109
C -4.84 2.55 0.14 -0.109
C -3.93 3.49 0.69 -0.169
C -3.47 4.31 -0.39 -0.151
C -4.08 3.79 -1.57 -0.071
C -4.94 2.74 -1.25 -0.255
C -5.90 2.08 -2.24 -0.556
C -7.00 1.31 -1.51 -0.064
C -5.15 1.15 -3.20 -0.044
C -6.59 3.17 -3.08 -0.072
C -2.77 5.67 -0.43 -0.523
C -3.59 6.71 0.35 -0.059
C -2.71 6.22 -1.87 -0.093
C -1.31 5.67 0.05 -0.061
C -3.77 3.56 2.22 -0.528
C -4.99 4.28 2.83 -0.058
C -2.50 4.23 2.75 -0.064
C -3.73 2.15 2.82 -0.074
H -5.42 1.84 0.72 0.089
H -3.93 4.19 -2.56 0.081
H -6.60 0.51 -0.89 0.053
H -7.68 0.84 -2.24 0.079
H -7.58 1.98 -0.88 0.082
H -4.70 0.31 -2.66 0.059
H -4.35 1.69 -3.71 0.082
H -5.82 0.73 -3.95 0.078
H -7.14 3.86 -2.44 0.082
H -7.29 2.71 -3.79 0.070
H -5.86 3.75 -3.65 0.068
H -4.61 6.76 -0.06 0.088
H -3.14 7.71 0.28 0.072
H -3.69 6.46 1.41 0.044
H -3.71 6.39 -2.27 0.077
H -2.18 5.53 -2.53 0.080
H -2.17 7.17 -1.87 0.074
H -1.17 5.18 1.01 0.038
H -0.94 6.70 0.14 0.079
H -0.68 5.15 -0.68 0.062
H -5.05 5.32 2.48 0.061
H -4.94 4.29 3.93 0.070
H -5.91 3.78 2.53 0.078
H -2.40 5.27 2.44 0.053
H -1.61 3.69 2.43 0.083
H -2.52 4.21 3.84 0.078
H -4.62 1.56 2.58 0.069
H -3.65 2.21 3.92 0.078
H -2.86 1.59 2.46 0.064
C -3.26 -4.62 0.42 -0.072
C -3.71 -3.18 0.57 -0.579
O -4.93 -3.15 1.34 -0.067
P -2.51 -2.16 1.48 0.463
O -2.34 -2.81 2.94 -0.110
O -1.06 -2.46 0.93 -0.148
O -2.94 -0.74 1.54 -0.390
P -3.91 -2.35 -1.08 0.305
O -5.03 -1.24 -0.68 -0.177
O -4.49 -3.29 -2.06 -0.289
O -2.60 -1.64 -1.30 -0.459
H -3.19 -5.09 1.40 0.079
H -2.28 -4.68 -0.07 0.077
H -3.99 -5.15 -0.19 0.078
H -5.49 -2.48 0.94 0.072
H -2.95 -2.38 3.56 0.094
H -0.95 -2.12 0.00 0.042
H -4.65 -0.52 -0.16 0.023
```

Max |F| (Eh/bohr): 0.042
HOMO-LUMO gap (eV): 5.09
Energy above the lowest of the compared OMol25 structures with the same formula, charge and spin (kcal per mole): 0.00
DFT total energy (eV): -135249.49356
Net charge: -2
E_LUMO (eV): 3.8

# C5H7N

A single C5H7N molecule (ωB97M-V/def2-TZVPD, the OMol25 dataset).

XYZ file:
```
13
Properties=species:S:1:pos:R:3:lowdin_charge:R:1
C -1.19 1.51 0.17 -0.040
C -0.21 0.38 0.13 -0.347
C 0.39 -0.36 1.10 -0.062
C 1.05 -1.46 0.46 -0.103
C 0.86 -1.32 -0.88 -0.142
N 0.08 -0.20 -1.09 0.029
H -1.28 1.99 -0.81 0.073
H -2.19 1.13 0.42 0.080
H -0.92 2.27 0.91 0.075
H 0.37 -0.15 2.16 0.099
H 1.58 -2.27 0.94 0.090
H 1.15 -1.96 -1.71 0.103
H 0.31 0.45 -1.82 0.145
```

Max |F| (Eh/bohr): 0.014
HOMO-LUMO gap (eV): 9.18
Energy above the lowest of the compared OMol25 structures with the same formula, charge and spin (kcal per mole): 6.41
DFT total energy (eV): -6788.23448
Net charge: 0
E_LUMO (eV): 1.1